(1)
ORCA calculation (ωB97M-V/def2-TZVPD) on a molecular structure, C40H40BrCoF5O3PSi2Te at a distorted geometry.

Last column: Mulliken spin population.
Atoms and positions in Å:
Co -0.61 2.66 -0.56  1.09
O -1.56 4.11 -2.16  -0.04
C -1.98 3.61 -1.12  -0.07
C -3.44 3.60 -0.66  -0.05
C -4.43 4.47 -1.05  0.00
C -5.72 4.27 -0.57  0.00
C -5.98 3.18 0.25  0.00
C -4.97 2.30 0.63  0.00
C -3.67 2.54 0.19  0.01
P -2.15 1.49 0.49  -0.03
C -2.79 -0.17 0.09  0.00
C -2.53 -0.67 -1.19  0.02
C -3.03 -1.91 -1.58  0.00
C -3.79 -2.66 -0.70  0.00
C -4.04 -2.18 0.58  0.00
C -3.54 -0.94 0.97  0.00
C -1.86 1.38 2.28  -0.01
C -0.53 1.12 2.61  0.00
C -0.16 1.01 3.95  0.00
C -1.11 1.18 4.95  0.00
C -2.43 1.46 4.62  0.00
C -2.80 1.56 3.29  0.00
H -4.19 5.29 -1.72  0.00
H -6.52 4.94 -0.85  0.00
H -6.99 3.00 0.60  0.00
H -5.20 1.44 1.24  0.00
H -1.92 -0.09 -1.87  -0.01
H -2.81 -2.28 -2.57  0.00
H -4.17 -3.62 -1.00  0.00
H -4.62 -2.77 1.28  0.00
H -3.71 -0.59 1.98  0.00
H 0.21 1.04 1.82  0.00
H 0.87 0.83 4.20  0.00
H -0.81 1.10 5.99  0.00
H -3.16 1.61 5.40  0.00
H -3.83 1.82 3.04  0.00
F 1.72 4.50 -1.14  0.01
C 1.16 4.91 0.03  -0.09
C 0.10 4.22 0.57  0.16
C -0.37 4.77 1.74  -0.05
F -1.45 4.23 2.37  0.00
C 0.16 5.89 2.36  0.00
F -0.35 6.37 3.51  0.00
C 1.23 6.53 1.78  -0.01
F 1.77 7.62 2.35  0.00
C 1.74 6.04 0.59  0.00
F 2.78 6.67 0.01  0.00
Br 1.05 2.99 -7.19  0.00
C 1.26 2.41 -5.39  0.00
C 0.14 2.23 -4.60  0.00
C 0.31 1.80 -3.29  -0.03
C 1.58 1.56 -2.77  -0.01
C 2.68 1.75 -3.59  0.00
C 2.54 2.18 -4.90  0.00
C 1.77 1.05 -1.36  0.00
O 2.71 0.28 -1.18  0.00
O 0.96 1.47 -0.48  0.01
H -0.85 2.42 -5.00  0.00
H -0.56 1.66 -2.67  0.05
H 3.66 1.54 -3.19  0.00
H 3.40 2.34 -5.53  0.00
C 2.94 -5.47 1.51  0.00
Si 1.85 -4.50 2.68  0.00
C 0.93 -5.70 3.77  0.00
C 2.91 -3.42 3.75  0.00
C 0.63 -3.46 1.75  0.00
Te 1.53 -2.01 0.42  0.00
C 1.62 -3.45 -1.16  0.00
Si 2.98 -3.32 -2.43  0.00
C 2.85 -4.84 -3.51  0.00
C 4.63 -3.34 -1.58  0.00
C 2.82 -1.82 -3.49  0.00
H 3.65 -6.09 2.06  0.00
H 3.50 -4.79 0.87  0.00
H 2.34 -6.13 0.87  0.00
H 1.60 -6.36 4.33  0.00
H 0.27 -6.34 3.17  0.00
H 0.31 -5.16 4.49  0.00
H 3.64 -4.00 4.32  0.00
H 2.29 -2.87 4.47  0.00
H 3.44 -2.69 3.14  0.00
H 0.03 -2.89 2.45  0.00
H -0.07 -4.05 1.15  0.00
H 0.65 -3.46 -1.65  0.00
H 1.75 -4.41 -0.65  0.00
H 2.88 -5.75 -2.92  0.00
H 3.68 -4.87 -4.22  0.00
H 1.92 -4.83 -4.08  0.00
H 4.84 -4.32 -1.16  0.00
H 4.66 -2.60 -0.77  0.00
H 5.43 -3.09 -2.28  0.00
H 1.84 -1.77 -3.97  0.00
H 3.58 -1.85 -4.28  0.00
H 2.94 -0.91 -2.90  0.00

Total energy: -201869.320 eV
⟨S²⟩: 0.782
E_LUMO: 2.15 eV
Highest occupied orbital energy: -5.090 eV
Charge: -1
Spin multiplicity: 2
Frontier orbital gap: 0.266 hartree
Relative energy (zero: lowest compared OMol25 entry of this formula, charge and spin): 1.058 eV

(2)
ORCA calculation (ωB97M-V/def2-TZVPD) on 10 unconnected molecules or ions with the total composition C40H40N10O10 at a distorted geometry.

Last column: Mulliken charge in e.
Atoms and positions in Å:
O -5.93 0.46 2.08  -0.59
N -4.72 0.54 2.11  0.90
O -4.05 -0.06 1.35  -0.34
C -4.04 1.66 2.87  -0.08
C -2.68 2.18 2.68  0.04
C -2.24 3.38 3.39  -0.54
C -3.13 3.90 4.29  -0.35
C -4.35 3.27 4.69  -0.49
C -4.76 2.14 3.99  -0.51
H -2.01 1.76 1.94  0.48
H -1.30 3.84 3.11  0.33
H -2.85 4.77 4.87  0.33
H -4.90 3.65 5.54  0.40
H -5.77 1.79 4.18  0.40
O 4.91 5.21 -2.62  -0.57
N 3.92 4.53 -2.70  0.99
O 3.80 3.69 -3.61  -0.59
C 2.90 4.53 -1.58  -0.34
C 1.87 3.57 -1.64  -0.19
C 0.96 3.46 -0.58  0.13
C 0.96 4.41 0.41  -0.71
C 1.92 5.38 0.44  -0.31
C 2.92 5.44 -0.50  -0.66
H 1.89 2.99 -2.54  0.63
H 0.27 2.64 -0.52  0.20
H 0.24 4.25 1.20  0.50
H 1.79 6.10 1.23  0.42
H 3.64 6.24 -0.46  0.50
O -0.57 -2.43 4.98  -0.58
N -0.29 -3.20 4.01  0.98
O 0.84 -3.49 3.66  -0.58
C -1.38 -3.77 3.21  -0.15
C -2.69 -3.30 3.35  -0.44
C -3.66 -3.54 2.44  -0.52
C -3.31 -4.46 1.41  -0.46
C -2.05 -5.04 1.27  -0.71
C -1.08 -4.66 2.24  -0.23
H -2.80 -2.51 4.08  0.46
H -4.54 -2.91 2.40  0.49
H -3.97 -4.60 0.57  0.60
H -1.78 -5.66 0.43  0.50
H -0.05 -4.96 2.15  0.58
O -6.61 0.74 -4.04  -0.62
N -5.75 0.72 -3.15  1.02
O -5.99 0.33 -2.06  -0.55
C -4.34 1.11 -3.36  -0.64
C -3.35 1.05 -2.36  0.07
C -2.04 1.39 -2.57  0.37
C -1.69 1.71 -3.84  -0.37
C -2.59 1.65 -4.95  -1.00
C -3.93 1.42 -4.67  -0.17
H -3.61 0.72 -1.36  0.74
H -1.24 1.60 -1.87  -0.14
H -0.69 2.12 -3.86  0.42
H -2.41 1.97 -5.96  0.39
H -4.68 1.47 -5.45  0.46
O 3.48 -0.37 -1.26  -0.56
N 4.39 0.50 -1.06  1.08
O 5.46 0.65 -1.69  -0.58
C 4.19 1.33 0.16  -0.36
C 3.05 1.50 0.87  0.70
C 3.04 2.32 1.94  -0.88
C 4.16 3.13 2.25  -0.77
C 5.35 2.91 1.58  -0.64
C 5.37 2.03 0.52  -0.38
H 2.09 1.08 0.61  0.41
H 2.23 2.31 2.65  0.53
H 4.16 3.78 3.11  0.46
H 6.19 3.54 1.84  0.42
H 6.30 1.94 -0.02  0.49
C 4.15 -3.96 -0.82  -0.22
C 3.58 -5.27 -0.28  0.23
N 3.08 -6.20 0.19  -0.47
H 4.53 -3.36 0.01  0.28
H 3.20 -3.56 -1.16  -0.19
H 4.72 -3.90 -1.74  0.41
C 3.23 -2.08 2.14  0.34
C 4.29 -1.73 3.03  -0.03
N 5.21 -1.48 3.71  -0.51
H 2.22 -1.75 2.35  0.31
H 3.09 -3.16 2.07  0.41
H 3.47 -1.64 1.17  -0.52
C 0.50 -2.13 -0.19  0.92
C -0.15 -0.74 -0.01  -0.25
N -0.59 0.27 0.14  0.40
H 0.04 -2.92 0.40  -0.12
H 1.56 -2.16 0.07  -0.72
H 0.48 -2.37 -1.26  -0.10
C -2.45 -2.83 -2.39  0.01
C -3.85 -3.11 -1.92  0.08
N -4.98 -3.26 -1.59  -0.54
H -2.02 -2.40 -1.49  -0.24
H -2.54 -2.15 -3.24  0.31
H -2.04 -3.79 -2.69  0.41
C 1.10 -3.01 -4.77  -0.51
C 2.20 -3.97 -4.56  0.32
N 3.05 -4.75 -4.42  -0.42
H 0.72 -2.53 -3.87  0.04
H 0.30 -3.65 -5.15  0.27
H 1.41 -2.27 -5.51  0.31

Structure (SMILES): O=[N+]([O-])c1ccccc1.O=[N+]([O-])c1ccccc1.O=[N+]([O-])c1ccccc1.O=[N+]([O-])c1ccccc1.O=[N+]([O-])c1ccccc1.CC#N.CC#N.CC#N.CC#N.CC#N
Total energy: -77485.668 eV
E_LUMO: -1.36 eV
Highest occupied orbital energy: -10.209 eV
Frontier orbital gap: 0.325 hartree
Relative energy (zero: lowest compared OMol25 entry of this formula, charge and spin): 3.509 eV